No. 1
Density functional theory data (the ωB97M-V functional and the def2-TZVPD basis) for a 2-piece molecular cluster, C20H41B2ClF2N7O2P2S overall in a non-equilibrium geometry.

Each line ends with the Mulliken charge.
Geometry (Å):
C  -3.83  1.42  1.98  -1.02
C  -2.61  0.45  1.71  -0.27
B  -1.65  1.03  0.53  0.35
O  -2.17  1.67  -0.60  -0.51
N  -0.15  0.80  0.74  0.51
N  0.41  1.50  1.80  -0.75
C  0.57  0.01  -0.03  -1.14
N  1.99  -0.14  0.12  -0.08
C  2.59  0.72  -0.98  1.02
C  2.39  2.22  -0.55  -1.45
C  3.36  3.28  -1.22  -0.99
N  2.51  4.47  -1.57  -0.57
C  4.15  0.43  -0.96  -1.14
C  4.86  0.72  0.41  0.20
C  5.59  -0.60  0.89  -1.33
Cl  6.21  1.96  0.21  -0.18
C  1.95  0.29  -2.34  -0.19
F  3.03  -0.05  -3.21  -0.52
B  1.21  1.50  -3.14  0.78
N  0.02  2.23  -2.60  -0.59
O  1.69  1.90  -4.42  -0.79
C  0.95  -0.96  -2.22  -0.82
C  1.85  -2.25  -2.14  0.22
C  2.23  -2.91  -3.53  0.49
C  3.71  -3.47  -3.34  -1.29
F  1.45  -4.04  -3.81  -0.38
P  -0.18  -1.11  -3.78  -0.13
S  -1.95  -0.31  -3.53  -0.31
N  0.01  -0.72  -1.10  1.36
P  -0.92  -2.12  -0.60  0.64
N  -0.19  -3.02  0.50  -0.86
H  -4.54  0.88  2.66  0.22
H  -3.53  2.37  2.47  0.33
H  -4.33  1.66  1.01  0.24
H  -2.04  0.30  2.67  0.29
H  -2.99  -0.57  1.43  0.17
H  -2.89  1.09  -0.92  0.28
H  0.51  2.49  1.56  0.22
H  -0.14  1.38  2.65  0.30
H  2.30  0.18  1.04  0.76
H  1.33  2.59  -0.58  0.62
H  2.64  2.26  0.54  0.69
H  4.15  3.64  -0.53  0.49
H  3.79  2.90  -2.19  0.17
H  3.08  5.31  -1.62  0.32
H  2.08  4.32  -2.48  0.15
H  4.70  1.02  -1.73  0.57
H  4.38  -0.64  -1.21  0.37
H  4.21  1.03  1.26  0.38
H  4.75  -1.35  1.05  0.30
H  6.10  -0.48  1.86  0.41
H  6.23  -1.04  0.09  0.33
H  -0.65  2.31  -3.37  0.26
H  0.28  3.17  -2.29  0.22
H  1.01  2.45  -4.84  0.33
H  2.83  -1.95  -1.69  -0.48
H  1.48  -3.09  -1.50  0.48
H  2.31  -2.18  -4.37  0.31
H  3.80  -4.37  -3.99  0.44
H  3.87  -3.75  -2.27  0.33
H  4.45  -2.71  -3.69  0.27
H  -0.41  -2.52  -3.92  0.25
H  0.50  -0.70  -4.96  0.23
H  -2.19  -1.66  -0.12  0.00
H  -1.09  -2.94  -1.76  0.15
H  0.72  -2.62  0.74  0.33
C  -6.83  -0.27  6.52  -0.37
C  -8.06  -0.92  6.51  -0.41
C  -8.37  -1.79  5.47  -0.32
C  -7.46  -2.00  4.44  -0.51
C  -6.24  -1.35  4.46  -0.16
C  -5.92  -0.48  5.49  -0.35
H  -6.59  0.41  7.33  0.36
H  -8.77  -0.76  7.31  0.36
H  -9.33  -2.29  5.46  0.36
H  -7.71  -2.68  3.63  0.35
H  -5.52  -1.52  3.66  0.36
H  -4.97  0.03  5.50  0.34

Values from the calculation:
* charge: +1
* orbital gap: 7.205 eV
* max |F|: 0.0661 Eh/bohr

---

No. 2
Density functional theory data (the ωB97M-V functional and the def2-TZVPD basis) for a 3-piece molecular cluster, C30H62ClF9NO7P2S3 overall in a non-equilibrium geometry.

Each line ends with the Mulliken charge.
Geometry (Å):
C  -6.37  1.98  3.16  -1.13
C  -6.48  0.85  2.14  -0.49
C  -5.91  1.22  0.78  -0.71
C  -4.37  1.35  0.79  -0.52
C  -3.66  0.74  -0.44  1.25
C  -2.89  1.73  -1.32  -1.27
C  -1.90  2.64  -0.58  -0.89
C  -0.96  1.92  0.40  0.55
C  0.39  1.52  -0.21  -1.02
C  1.21  0.63  0.73  -0.94
C  0.84  -0.86  0.75  0.19
O  0.17  -1.22  -0.44  -0.60
C  -0.09  -2.62  -0.61  0.95
C  1.24  -3.40  -0.70  -2.04
C  2.26  -2.69  -1.61  -1.01
C  3.18  -3.68  -2.29  0.79
F  2.54  -4.76  -2.78  -0.29
F  4.05  -4.15  -1.34  -0.35
C  4.13  -3.14  -3.40  0.53
F  4.87  -4.15  -3.83  -0.26
F  4.92  -2.24  -2.83  -0.27
S  3.34  -2.31  -4.92  1.34
F  3.06  -1.02  -4.02  -0.31
F  4.76  -1.74  -5.32  -0.32
F  3.57  -3.58  -5.83  -0.30
F  1.90  -2.87  -4.53  -0.26
F  2.69  -1.56  -6.14  -0.29
P  -0.90  -2.69  -2.30  0.13
C  -0.84  -4.45  -2.81  -1.13
C  -2.67  -2.27  -2.10  -0.43
C  -0.97  -3.10  0.56  -0.59
P  -1.30  -4.95  0.58  0.05
C  -3.04  -5.13  0.03  -0.66
C  -4.12  -4.07  0.37  -1.06
C  -1.47  -5.27  2.39  -0.61
C  -2.51  -4.48  3.20  -1.28
N  -0.28  -2.74  1.87  -0.07
C  0.02  -1.26  1.96  -0.20
Cl  0.93  -1.03  3.44  -0.05
H  -5.34  2.09  3.53  0.26
H  -6.66  2.94  2.71  0.30
H  -7.02  1.82  4.02  0.38
H  -7.53  0.56  2.04  0.40
H  -5.92  -0.01  2.52  0.24
H  -6.34  2.18  0.49  0.31
H  -6.21  0.47  0.04  0.38
H  -4.00  0.85  1.69  0.25
H  -4.10  2.40  0.90  0.34
H  -2.95  -0.02  -0.09  -1.42
H  -4.39  0.22  -1.07  0.72
H  -3.61  2.37  -1.83  0.43
H  -2.36  1.18  -2.11  0.31
H  -2.47  3.39  -0.03  0.48
H  -1.30  3.19  -1.30  0.25
H  -1.45  1.03  0.82  -0.58
H  -0.74  2.58  1.24  0.29
H  0.29  1.07  -1.20  0.17
H  0.95  2.44  -0.34  0.57
H  1.15  1.05  1.74  0.62
H  2.26  0.69  0.45  -0.08
H  1.79  -1.41  0.84  0.44
H  1.68  -3.48  0.30  0.36
H  1.05  -4.43  -1.01  1.13
H  2.91  -2.07  -0.99  0.31
H  1.75  -2.05  -2.31  0.81
H  -1.74  -4.67  -3.40  0.53
H  -0.78  -5.17  -1.99  0.34
H  0.03  -4.59  -3.45  0.24
H  -2.84  -1.34  -2.63  0.48
H  -3.03  -2.18  -1.08  -0.46
H  -3.26  -3.05  -2.60  0.56
H  -1.89  -2.51  0.57  0.22
H  -3.32  -6.07  0.52  0.62
H  -3.04  -5.34  -1.04  0.46
H  -3.74  -3.21  0.92  0.14
H  -4.92  -4.52  0.95  0.30
H  -4.58  -3.70  -0.55  0.31
H  -0.48  -5.16  2.84  0.42
H  -1.70  -6.34  2.41  0.61
H  -2.13  -4.22  4.19  0.35
H  -3.43  -5.06  3.34  0.29
H  -2.81  -3.55  2.71  0.39
H  0.58  -3.26  2.00  0.59
H  -0.92  -2.97  2.63  0.46
H  -0.93  -0.74  2.02  0.05
O  3.26  3.21  2.35  -0.69
S  4.28  2.20  2.35  1.40
O  3.89  0.83  2.51  -0.60
O  5.40  2.57  3.40  -0.29
C  4.99  2.84  4.77  -0.34
C  4.60  1.60  5.54  -0.85
C  5.27  2.35  0.91  -1.08
H  4.19  3.58  4.75  0.30
H  5.87  3.31  5.21  0.31
H  3.70  1.14  5.13  0.16
H  4.41  1.87  6.58  0.40
H  5.40  0.86  5.51  0.27
H  5.58  3.38  0.79  0.34
H  4.65  2.04  0.07  0.35
H  6.13  1.69  1.01  0.36
O  0.43  7.24  -2.95  -0.66
S  1.44  6.23  -3.02  1.08
O  1.18  4.94  -2.43  -0.43
O  2.80  6.81  -2.44  -0.27
C  2.76  7.47  -1.15  -0.42
C  2.54  6.50  -0.01  -0.86
C  1.98  6.00  -4.68  -1.00
H  1.99  8.24  -1.17  0.34
H  3.72  7.96  -1.08  0.29
H  1.56  6.03  -0.07  0.24
H  2.62  7.02  0.94  0.44
H  3.29  5.70  -0.04  0.21
H  2.19  6.97  -5.11  0.35
H  1.16  5.52  -5.20  0.37
H  2.86  5.36  -4.68  0.31

Values from the calculation:
* charge: +1
* orbital gap: 8.777 eV
* max |F|: 0.0213 Eh/bohr

---

No. 3
Density functional theory data (the ωB97M-V functional and the def2-TZVPD basis) for an isolated ion of composition C5H9N2O and charge +1 in a non-equilibrium geometry.

Each line ends with the Mulliken charge.
Geometry (Å):
C  -0.28  0.11  -2.06  0.10
C  -0.06  1.01  1.16  -0.95
C  -1.95  -0.50  -0.56  -0.44
C  -0.68  -0.35  0.84  -0.39
C  0.58  0.16  0.18  0.60
N  -1.40  -0.30  -1.84  -0.38
N  2.00  -0.33  0.60  -0.20
O  0.74  0.52  -1.18  -0.41
H  0.21  0.40  -3.03  0.36
H  -0.66  1.76  0.84  0.29
H  0.30  1.17  2.20  0.27
H  -2.30  -1.52  -0.28  0.32
H  -2.63  0.24  -0.43  0.38
H  -0.71  -1.11  1.56  0.38
H  1.89  -1.31  0.54  0.37
H  2.35  -0.05  1.53  0.37
H  2.61  0.09  -0.07  0.34

Values from the calculation:
* SMILES: [NH3+][C@]12C[C@H]1CN=CO2
* charge: +1
* orbital gap: 10.059 eV
* max |F|: 0.1068 Eh/bohr